# C5H8FI

2 unconnected molecules or ions with the total composition C5H8FI (ωB97M-V/def2-TZVPD, the OMol25 dataset).

Total energy: -16128.29801 eV
Relative energy (zero: lowest compared OMol25 entry of this formula, charge and spin): 74.9 kcal/mol
Strongest force on any atom: 3.7 eV/A
Orbital gap: 9.2 eV

Structure (ORCA input):
```
! RIJCOSX wB97M-V def2-TZVPD def2/J DEFGRID3
* xyz 0 1
C 0.598 1.170 -1.041
C 0.596 1.679 0.190
C -1.066 -1.196 1.573
C -0.342 1.505 -2.115
C -0.284 -2.409 1.731
F -1.210 -1.061 0.306
I 2.012 1.074 1.614
H 1.352 0.406 -1.189
H -0.052 2.331 0.795
H -0.821 0.493 -2.445
H 0.098 1.977 -2.953
H -1.153 2.102 -1.886
H -0.279 -3.162 0.865
H -0.262 -2.866 2.717
H 0.813 -2.043 1.837
*
```

Okay, here come the natural (NBO) numbers, in e, for every atom: atom 1 (C): -0.2028, atom 2 (C): -0.3409, atom 3 (C): 0.3997, atom 4 (C): -0.6369, atom 5 (C): -0.8462, atom 6 (F): -0.3271, atom 7 (I): 0.0790, atom 8 (H): 0.2111, atom 9 (H): 0.2306, atom 10 (H): 0.2183, atom 11 (H): 0.2256, atom 12 (H): 0.2208, atom 13 (H): 0.2273, atom 14 (H): 0.2494, atom 15 (H): 0.2920

# C2H5ClN2O

C2H5ClN2O in the gas phase (ωB97M-V/def2-TZVPD, the OMol25 dataset).

Total energy: -19700.31917 eV
Relative energy (zero: lowest compared OMol25 entry of this formula, charge and spin): 102.1 kcal/mol
Strongest force on any atom: 6.8 eV/A
Orbital gap (spin up / spin down): 8.3 / 8.5 eV

Structure (ORCA input):
```
! RIJCOSX wB97M-V def2-TZVPD def2/J DEFGRID3
* xyz 0 1
C 1.345 0.217 0.644
C 0.068 -0.187 -0.184
N -2.302 -1.286 0.523
N -1.256 -0.616 -0.128
O 1.923 1.336 0.256
Cl 2.662 -1.134 0.070
H 1.216 0.259 1.773
H 0.553 -0.078 -1.168
H -3.091 -1.226 -0.019
H -1.475 -0.568 -1.069
H 1.972 1.435 -0.700
*
```

Okay, here come the natural (NBO) numbers, in e, for every atom: atom 1 (C): 0.1812, atom 2 (C): -0.1154, atom 3 (N): -0.5456, atom 4 (N): -0.2166, atom 5 (O): -0.6597, atom 6 (Cl): -0.2224, atom 7 (H): 0.2241, atom 8 (H): 0.1789, atom 9 (H): 0.3147, atom 10 (H): 0.3768, atom 11 (H): 0.4840

> Which of these has the highest relative energy (zero: lowest compared OMol25 entry of this formula, charge and spin)?

C2H5ClN2O

> The highest relative energy (zero: lowest compared OMol25 entry of this formula, charge and spin) belongs to which entry?

C2H5ClN2O

Please write out number 2 again, unchanged.
# C2H5ClN2O

C2H5ClN2O in the gas phase (ωB97M-V/def2-TZVPD, the OMol25 dataset).

Total energy: -19700.31917 eV
Relative energy (zero: lowest compared OMol25 entry of this formula, charge and spin): 102.1 kcal/mol
Strongest force on any atom: 6.8 eV/A
Orbital gap (spin up / spin down): 8.3 / 8.5 eV

Structure (ORCA input):
```
! RIJCOSX wB97M-V def2-TZVPD def2/J DEFGRID3
* xyz 0 1
C 1.345 0.217 0.644
C 0.068 -0.187 -0.184
N -2.302 -1.286 0.523
N -1.256 -0.616 -0.128
O 1.923 1.336 0.256
Cl 2.662 -1.134 0.070
H 1.216 0.259 1.773
H 0.553 -0.078 -1.168
H -3.091 -1.226 -0.019
H -1.475 -0.568 -1.069
H 1.972 1.435 -0.700
*
```

Okay, here come the natural (NBO) numbers, in e, for every atom: atom 1 (C): 0.1812, atom 2 (C): -0.1154, atom 3 (N): -0.5456, atom 4 (N): -0.2166, atom 5 (O): -0.6597, atom 6 (Cl): -0.2224, atom 7 (H): 0.2241, atom 8 (H): 0.1789, atom 9 (H): 0.3147, atom 10 (H): 0.3768, atom 11 (H): 0.4840